Model 1:
53
Properties=species:S:1:pos:R:3:lowdin_charge:R:1 method="wB97M-V/def2-TZVPD" lumo_energy_ev=0.54 smiles="COc1ccc(N(C)S(=O)(=O)c2ccc3c(c2)CCN3C(=O)C2CC2)c(OC)c1" multiplicity=1
C -4.228 -4.285 -0.170 -0.09
H -5.083 -4.039 0.467 0.10
O -3.038 -3.716 0.323 -0.08
C -2.954 -2.362 0.407 -0.27
C -1.754 -1.850 0.907 0.00
C -1.581 -0.490 0.990 -0.03
C -2.577 0.411 0.610 -0.22
C -3.799 -0.094 0.152 -0.20
C -3.958 -1.483 0.048 0.07
H -4.911 -1.822 -0.322 0.12
O -4.908 0.590 -0.196 -0.05
C -5.009 1.990 -0.039 -0.06
H -4.801 2.293 0.990 0.10
H -4.339 2.518 -0.719 0.07
H -6.044 2.223 -0.286 0.10
N -2.314 1.807 0.614 -0.24
S -1.649 2.347 -0.833 0.68
O -1.504 3.768 -0.717 -0.28
O -2.453 1.825 -1.896 -0.26
C -0.046 1.564 -0.892 -0.27
C 1.043 2.174 -0.305 -0.05
C 2.266 1.520 -0.239 0.02
C 2.353 0.232 -0.751 -0.14
C 1.248 -0.356 -1.389 -0.14
C 0.041 0.298 -1.453 -0.01
H -0.825 -0.128 -1.933 0.13
C 1.626 -1.706 -1.919 -0.08
H 1.149 -2.490 -1.327 0.12
H 1.323 -1.838 -2.956 0.12
C 3.150 -1.714 -1.754 -0.10
N 3.441 -0.625 -0.818 0.03
C 4.654 -0.622 -0.179 -0.40
O 5.527 -1.386 -0.540 0.09
C 4.802 0.298 0.984 -0.21
C 5.793 1.432 0.878 -0.10
C 6.106 0.251 1.730 -0.10
H 6.840 -0.451 1.367 0.10
H 6.079 0.358 2.804 0.10
H 5.541 2.369 1.353 0.10
H 6.323 1.540 -0.055 0.11
H 3.894 0.463 1.550 0.13
H 3.661 -1.517 -2.702 0.13
H 3.545 -2.646 -1.347 0.13
H 3.121 2.025 0.176 0.10
H 0.932 3.177 0.076 0.12
C -1.741 2.401 1.798 -0.07
H -0.743 2.018 2.038 0.08
H -2.403 2.221 2.645 0.10
H -1.673 3.470 1.606 0.09
H -0.644 -0.103 1.362 0.12
H -0.978 -2.534 1.210 0.12
H -4.066 -5.362 -0.156 0.09
H -4.433 -3.961 -1.194 0.10



Model 2:
53
Properties=species:S:1:pos:R:3:lowdin_charge:R:1 method="wB97M-V/def2-TZVPD" lumo_energy_ev=0.61 smiles="O=C(CS(=O)(=O)Cc1ccccc1)N1CCN(Cc2ccc3c(c2)OCO3)CC1" multiplicity=1
O 2.503 1.634 0.506 0.04
C 1.284 1.702 0.461 -0.51
N 0.553 0.918 -0.349 -0.04
C -0.877 0.924 -0.544 -0.12
H -1.061 0.992 -1.622 0.14
C -1.464 -0.392 -0.028 -0.16
N -0.849 -1.492 -0.745 -0.16
C 0.585 -1.502 -0.526 -0.16
C 1.181 -0.190 -1.038 -0.11
H 0.992 -0.092 -2.111 0.12
H 2.253 -0.151 -0.846 0.13
H 0.842 -1.620 0.541 0.13
H 1.017 -2.335 -1.083 0.13
C -1.492 -2.779 -0.524 -0.15
C -1.422 -3.281 0.900 -0.22
C -2.405 -2.934 1.815 -0.05
C -2.346 -3.324 3.151 0.02
C -1.263 -4.073 3.536 -0.20
C -0.270 -4.433 2.623 -0.19
C -0.326 -4.050 1.306 0.04
H 0.444 -4.345 0.613 0.13
O 0.683 -5.182 3.260 0.04
C 0.259 -5.287 4.602 -0.16
O -0.956 -4.589 4.767 0.04
H 0.111 -6.349 4.860 0.14
H 1.025 -4.857 5.267 0.14
H -3.116 -3.054 3.854 0.12
H -3.251 -2.352 1.484 0.11
H -1.012 -3.497 -1.194 0.12
H -2.537 -2.671 -0.828 0.12
H -1.300 -0.464 1.062 0.13
H -2.538 -0.407 -0.220 0.13
H -1.345 1.784 -0.074 0.10
C 0.560 2.703 1.329 -0.10
H -0.351 2.320 1.779 0.11
H 1.243 3.055 2.098 0.11
S 0.074 4.216 0.409 0.69
O 0.085 5.297 1.356 -0.32
O -1.176 3.950 -0.253 -0.32
C 1.398 4.541 -0.817 -0.15
C 1.201 3.751 -2.060 -0.27
C 0.085 3.982 -2.859 -0.05
C -0.122 3.234 -4.003 -0.07
C 0.791 2.260 -4.374 -0.09
C 1.912 2.037 -3.593 -0.09
C 2.115 2.774 -2.439 -0.05
H 2.985 2.588 -1.827 0.11
H 2.634 1.288 -3.883 0.11
H 0.631 1.681 -5.271 0.10
H -0.996 3.415 -4.611 0.10
H -0.625 4.741 -2.570 0.11
H 1.327 5.614 -0.983 0.12
H 2.326 4.302 -0.306 0.11



Most stable to least stable, the ends of the list are model 2 and model 1.



Model 1:
26
Properties=species:S:1:pos:R:3:lowdin_charge:R:1 method="wB97M-V/def2-TZVPD" lumo_energy_ev=-4.43 charge=+1 multiplicity=1
C -2.413 -1.502 0.662 -0.01
C -1.086 -1.650 0.059 -0.01
C -2.161 -0.811 1.818 -0.11
C -0.153 -1.202 0.961 -0.24
C 2.041 -0.975 -1.362 -0.23
C 0.889 0.926 -0.831 -0.62
C 1.317 -1.007 0.865 -0.12
C 1.525 1.003 0.519 -0.73
C -1.214 1.036 -2.564 -0.40
N 2.016 -1.575 -0.192 0.08
N 1.420 0.132 -1.718 0.08
N 0.730 1.715 1.553 0.11
O -0.857 -0.546 1.985 -0.04
S -0.713 1.624 -0.983 0.97
I 3.581 1.672 0.711 0.97
H -3.492 -1.938 0.519 0.16
H -0.712 -2.222 -0.795 0.13
H -2.785 -0.280 2.474 0.12
H 2.514 -1.580 -2.169 0.14
H 1.749 -1.223 1.859 0.15
H -0.261 0.995 -3.263 0.09
H -2.008 1.839 -3.026 0.11
H -1.665 0.031 -2.509 0.04
H 1.435 1.845 2.351 0.15
H -0.051 1.137 1.857 0.11
H 0.355 2.556 1.217 0.10



Model 2:
26
Properties=species:S:1:pos:R:3:lowdin_charge:R:1 method="wB97M-V/def2-TZVPD" lumo_energy_ev=-3.71 charge=+1 multiplicity=1
C 1.795 -1.670 1.951 -0.04
C 1.362 -1.701 0.661 0.02
C 2.433 -0.462 2.165 -0.06
C 1.790 -0.473 0.110 -0.21
C -0.233 -0.889 -2.281 -0.22
C -1.326 0.630 -0.853 -0.64
C 1.569 0.184 -1.134 -0.08
C -0.730 1.814 -1.103 -0.74
C -2.353 -1.481 0.633 -0.35
N 0.891 -0.315 -2.097 0.09
N -1.306 -0.353 -1.790 0.03
N -1.007 2.755 0.078 0.05
O 2.427 0.286 1.071 0.07
S -1.939 0.258 0.803 0.91
I -0.038 2.829 -2.852 0.97
H 1.649 -2.316 2.746 0.10
H 0.662 -2.373 0.189 0.13
H 2.737 -0.082 3.095 0.13
H -0.380 -1.611 -3.075 0.15
H 2.186 1.022 -1.475 0.13
H -1.585 -1.896 1.425 0.07
H -2.375 -1.564 -0.429 0.01
H -3.352 -1.673 1.076 0.05
H -0.806 3.735 -0.155 0.12
H -0.107 2.683 0.667 0.19
H -1.964 2.662 0.575 0.15



Most stable to least stable, the ends of the list are model 1 and model 2.



Model 1:
12
Properties=species:S:1:pos:R:3:lowdin_charge:R:1 method="wB97M-V/def2-TZVPD" lumo_energy_ev=-1.30 multiplicity=1
C 0.896 0.905 -0.163 -0.19
C 0.461 -0.510 -0.487 -0.35
C -0.778 -0.902 0.425 -0.72
S -2.344 -0.228 -0.240 0.57
H 1.807 1.204 -0.745 0.08
H 1.074 1.038 0.889 0.06
H 0.157 1.716 -0.507 0.06
H 0.138 -0.681 -1.495 0.07
H 1.411 -1.160 -0.381 0.13
H -0.602 -0.658 1.504 0.06
H -0.806 -2.040 0.375 0.07
H -1.415 1.315 0.825 0.17



Model 2:
12
Properties=species:S:1:pos:R:3:lowdin_charge:R:1 method="wB97M-V/def2-TZVPD" lumo_energy_ev=1.03 smiles=CCSC multiplicity=1
C 1.884 0.328 -0.930 -0.21
C 0.665 -0.547 -0.634 -0.50
S -0.305 0.022 0.942 0.71
C -1.962 0.204 -0.034 -0.38
H 2.210 0.180 -1.949 0.05
H 1.944 1.424 -0.737 0.07
H 2.828 -0.085 -0.389 0.09
H 0.085 -0.631 -1.541 0.06
H 1.180 -1.448 -0.352 0.04
H -2.639 0.758 0.605 0.01
H -2.279 -0.842 0.009 0.01
H -1.978 0.390 -1.131 0.04



Most stable to least stable, the ends of the list are model 2 and model 1.